The following is a quantum chemistry calculation of a structure of composition C42H58As3Br2N7O3Sn, from the Open Molecules 2025 dataset.

Values from the calculation:
* ΔE to the lowest compared entry with this formula, charge and spin: 0.2 kcal/mol
* total energy: -14313.826250 Ha

Last column: Mulliken charge in e.
Element x y z (Å)
1 Sn 0.600 -0.528 -1.142  1.69
2 C 2.456 3.059 1.925  -1.37
3 As 0.628 2.411 1.616  1.94
4 C -0.065 4.142 0.996  -1.49
5 C 0.111 2.509 3.527  -2.23
6 C -1.291 2.050 3.990  3.09
7 C -2.370 2.791 3.198  -1.33
8 C -1.450 0.526 3.860  -1.28
9 As -1.832 -0.238 2.069  1.07
10 C -3.799 -0.201 2.129  -1.63
11 C -1.671 -2.101 2.682  -1.37
12 C -1.359 2.457 5.480  -2.29
13 As -2.765 1.984 6.798  0.28
14 C -2.373 0.075 7.101  -1.02
15 C -4.414 1.750 5.759  -0.75
16 H 2.442 3.998 2.482  0.53
17 H 2.947 3.204 0.962  0.34
18 H 3.032 2.322 2.486  0.34
19 H 0.125 4.921 1.736  0.51
20 H -1.135 4.093 0.794  0.39
21 H 0.451 4.386 0.068  0.42
22 H 0.270 3.546 3.842  0.72
23 H 0.863 1.909 4.054  0.57
24 H -2.306 2.565 2.130  -0.05
25 H -2.257 3.873 3.312  0.43
26 H -3.372 2.518 3.527  0.08
27 H -2.259 0.178 4.502  -0.04
28 H -0.535 0.035 4.210  0.28
29 H -4.170 -0.404 3.135  0.38
30 H -4.167 -0.980 1.459  0.54
31 H -4.178 0.759 1.782  0.33
32 H -2.389 -2.305 3.479  0.47
33 H -0.663 -2.280 3.060  0.24
34 H -1.856 -2.780 1.849  0.36
35 H -1.300 3.547 5.535  0.53
36 H -0.456 2.094 5.984  0.54
37 H -1.297 -0.090 7.046  0.25
38 H -2.866 -0.574 6.378  0.24
39 H -2.711 -0.192 8.101  0.44
40 H -4.752 2.708 5.367  0.32
41 H -5.170 1.381 6.452  0.40
42 H -4.308 1.039 4.941  -0.04
43 C 0.127 2.862 -4.498  -0.44
44 O -1.162 2.769 -3.869  -0.45
45 C -1.110 2.551 -2.547  0.56
46 O -0.083 2.508 -1.895  -0.25
47 N -2.339 2.365 -2.020  -0.09
48 N -2.485 1.936 -0.690  -0.46
49 H -0.076 3.038 -5.550  0.20
50 H 0.679 1.931 -4.368  0.00
51 H 0.698 3.685 -4.074  0.35
52 H -3.162 2.409 -2.591  0.28
53 H -2.150 0.973 -0.648  -0.03
54 H -1.795 2.452 -0.151  -0.01
55 Br 1.928 -0.472 -5.918  -0.19
56 C 0.067 -0.500 -5.586  0.55
57 C -0.807 -0.468 -6.682  -0.45
58 C -2.156 -0.469 -6.487  -0.07
59 Br -3.299 -0.424 -8.000  -0.25
60 C -2.692 -0.509 -5.176  0.89
61 C -4.075 -0.520 -4.886  -1.08
62 C -4.500 -0.576 -3.591  -1.11
63 C -3.533 -0.625 -2.568  -0.42
64 N -2.245 -0.601 -2.792  0.61
65 C -1.799 -0.542 -4.075  -0.13
66 C -0.365 -0.528 -4.266  -0.55
67 O 0.474 -0.517 -3.280  -1.01
68 H -0.397 -0.440 -7.683  0.46
69 H -4.784 -0.488 -5.703  0.38
70 H -5.553 -0.591 -3.343  0.46
71 H -3.848 -0.680 -1.528  0.28
72 C -0.797 -5.533 -3.755  -0.52
73 C -1.297 -4.254 -3.569  -0.86
74 C -0.834 -3.481 -2.515  0.92
75 C 0.113 -4.005 -1.648  -0.72
76 C 0.625 -5.287 -1.825  -0.55
77 C 0.163 -6.045 -2.886  -0.74
78 N 0.576 -3.126 -0.613  1.73
79 N 1.064 -3.700 0.361  -1.12
80 C 1.577 -2.867 1.397  -0.65
81 C 2.188 -3.543 2.443  -0.31
82 C 2.701 -2.797 3.492  -0.88
83 C 2.568 -1.419 3.452  -1.31
84 C 1.935 -0.842 2.359  -1.03
85 N 1.452 -1.549 1.342  1.72
86 H -1.144 -6.134 -4.586  0.41
87 H -2.037 -3.847 -4.248  0.45
88 H -1.212 -2.479 -2.353  -0.08
89 H 1.386 -5.659 -1.155  0.47
90 H 0.561 -7.039 -3.048  0.39
91 H 2.247 -4.622 2.411  0.57
92 H 3.188 -3.284 4.326  0.43
93 H 2.944 -0.791 4.248  0.58
94 H 1.803 0.233 2.295  0.38
95 C 5.411 2.043 -1.138  -1.02
96 N 3.990 1.975 -0.856  0.33
97 C 3.205 2.121 -2.073  -0.72
98 C 3.610 0.799 -0.070  -0.32
99 C 3.780 -0.537 -0.765  0.56
100 C 5.040 -1.136 -0.752  -0.51
101 C 5.290 -2.294 -1.473  -0.88
102 C 4.275 -2.847 -2.241  -1.02
103 C 3.014 -2.265 -2.232  -0.18
104 C 2.722 -1.128 -1.475  0.60
105 H 5.640 3.017 -1.574  0.34
106 H 5.759 1.268 -1.837  0.33
107 H 5.981 1.944 -0.211  0.30
108 H 3.491 3.054 -2.564  0.58
109 H 2.143 2.179 -1.833  0.07
110 H 3.355 1.301 -2.791  0.31
111 H 2.562 0.940 0.219  -1.72
112 H 4.203 0.822 0.851  0.89
113 H 5.838 -0.683 -0.171  0.43
114 H 6.273 -2.750 -1.450  0.41
115 H 4.460 -3.731 -2.841  0.44
116 H 2.238 -2.712 -2.848  0.67

The following is a quantum chemistry calculation of a cluster of 9 separate species, C42H58ClN10O3 in total, from the Open Molecules 2025 dataset.

Values from the calculation:
* total charge: -1
* total energy: -2868.659441 Ha

Last column: Mulliken charge in e.
Element x y z (Å)
1 C -3.471 -0.506 -0.373  -1.54
2 C -3.499 0.794 0.397  0.61
3 Cl -5.279 1.233 0.611  -0.31
4 C -2.881 0.699 1.774  -2.58
5 C -1.333 0.597 1.808  2.33
6 C -0.736 1.760 0.963  -0.26
7 C -0.414 1.530 -0.481  0.03
8 N 0.780 1.550 -0.907  -0.50
9 N -0.965 0.862 3.219  -0.42
10 C 0.128 0.071 3.785  -1.14
11 C 1.507 0.369 3.170  0.69
12 C 2.367 -0.876 2.911  -0.30
13 O 3.625 -0.818 3.610  -0.64
14 C -0.912 -0.843 1.354  -0.39
15 O 0.180 -0.954 0.777  -0.54
16 O -1.707 -1.748 1.661  -0.77
17 H -3.720 -1.297 0.333  0.48
18 H -2.462 -0.731 -0.714  0.01
19 H -4.180 -0.546 -1.196  0.67
20 H -3.111 1.609 -0.201  0.33
21 H -3.132 1.623 2.307  0.54
22 H -3.315 -0.123 2.336  0.59
23 H -1.469 2.575 0.999  0.64
24 H 0.163 2.165 1.420  -0.81
25 H -1.230 1.411 -1.197  0.17
26 H 0.783 1.395 -1.914  0.25
27 H -1.789 0.697 3.782  0.39
28 H -0.073 -1.006 3.791  0.54
29 H 0.186 0.358 4.839  0.42
30 H 1.410 0.937 2.253  -0.25
31 H 2.078 0.975 3.876  0.32
32 H 2.551 -0.951 1.842  -0.12
33 H 1.825 -1.778 3.186  0.27
34 H 4.299 -0.672 2.944  0.33
35 N 5.417 -2.470 -0.698  0.08
36 C 4.386 -1.598 -0.450  -1.08
37 C 3.209 -2.277 -0.600  -0.08
38 C 3.539 -3.615 -0.949  -0.75
39 C 4.906 -3.703 -1.004  -0.54
40 H 6.391 -2.239 -0.661  0.20
41 H 4.578 -0.572 -0.185  0.51
42 H 2.221 -1.859 -0.461  0.73
43 H 2.848 -4.420 -1.133  0.56
44 H 5.555 -4.533 -1.226  0.39
45 N 7.818 2.715 2.028  0.04
46 C 7.720 1.397 2.383  -0.89
47 C 6.984 0.760 1.422  -0.01
48 C 6.625 1.731 0.447  -0.20
49 C 7.155 2.926 0.850  -0.76
50 H 8.297 3.420 2.555  0.18
51 H 8.175 1.029 3.286  0.38
52 H 6.726 -0.287 1.420  0.41
53 H 6.040 1.569 -0.443  0.45
54 H 7.112 3.905 0.404  0.40
55 N 2.379 4.017 4.859  0.14
56 C 1.061 4.289 4.603  -1.02
57 C 0.925 4.445 3.252  -0.01
58 C 2.203 4.248 2.666  0.26
59 C 3.080 3.986 3.683  -1.25
60 H 2.767 3.848 5.767  0.18
61 H 0.337 4.332 5.398  0.39
62 H 0.003 4.650 2.733  0.39
63 H 2.441 4.280 1.616  0.39
64 H 4.134 3.766 3.670  0.47
65 N -2.660 -4.574 -3.828  0.10
66 C -3.977 -4.554 -3.455  -0.60
67 C -4.051 -3.962 -2.220  -0.72
68 C -2.727 -3.613 -1.833  0.02
69 C -1.895 -4.001 -2.846  -1.25
70 H -2.304 -4.954 -4.685  0.22
71 H -4.743 -4.959 -4.094  0.41
72 H -4.953 -3.797 -1.656  0.42
73 H -2.420 -3.133 -0.916  0.82
74 H -0.826 -3.921 -2.951  0.59
75 N -2.018 1.902 -5.003  0.04
76 C -2.476 3.188 -4.893  -0.50
77 C -3.407 3.216 -3.889  -0.82
78 C -3.514 1.894 -3.375  -0.01
79 C -2.645 1.108 -4.082  -0.86
80 H -1.326 1.589 -5.657  0.18
81 H -2.099 3.970 -5.530  0.40
82 H -3.948 4.085 -3.555  0.40
83 H -4.147 1.553 -2.573  0.55
84 H -2.418 0.058 -4.001  0.60
85 N -7.411 -2.008 2.269  0.10
86 C -7.888 -0.736 2.394  -0.29
87 C -8.802 -0.729 3.414  -0.47
88 C -8.877 -2.056 3.922  -0.40
89 C -8.004 -2.821 3.195  -0.49
90 H -6.720 -2.297 1.600  0.18
91 H -7.529 0.046 1.748  0.25
92 H -9.352 0.130 3.759  0.39
93 H -9.496 -2.407 4.732  0.38
94 H -7.752 -3.865 3.260  0.36
95 N 1.146 -7.775 -5.433  0.03
96 C -0.171 -7.783 -5.058  -0.55
97 C -0.259 -7.188 -3.827  -0.64
98 C 1.056 -6.805 -3.446  -0.21
99 C 1.899 -7.181 -4.456  -0.59
100 H 1.504 -8.148 -6.291  0.18
101 H -0.928 -8.207 -5.695  0.39
102 H -1.163 -7.038 -3.260  0.51
103 H 1.346 -6.309 -2.535  0.49
104 H 2.964 -7.073 -4.564  0.39
105 N 2.838 6.031 -2.082  0.03
106 C 2.605 7.375 -1.952  -0.41
107 C 1.762 7.550 -0.886  -0.90
108 C 1.480 6.262 -0.355  0.12
109 C 2.155 5.346 -1.114  -0.77
110 H 3.416 5.610 -2.784  0.18
111 H 3.056 8.085 -2.624  0.37
112 H 1.389 8.495 -0.527  0.38
113 H 0.848 6.030 0.486  0.46
114 H 2.204 4.272 -1.047  0.54

The following is a quantum chemistry calculation of a structure of composition C42H59Br2N6SeSi3Y, from the Open Molecules 2025 dataset.

Values from the calculation:
* ΔE to the lowest compared entry with this formula, charge and spin: 2.7 kcal/mol
* total energy: -10420.913168 Ha

Last column: Mulliken charge in e.
Element x y z (Å)
1 Y -0.120 -0.358 0.218  -0.38
2 C -0.435 0.976 3.262  -0.77
3 Si 1.008 -0.234 3.405  -0.06
4 C 0.475 -1.589 4.589  -1.00
5 C 2.435 0.747 4.155  -1.17
6 N 1.348 -0.773 1.810  0.98
7 C 2.431 -1.571 1.430  0.62
8 C 3.319 -2.161 2.329  -0.66
9 C 4.364 -2.974 1.895  -1.01
10 C 4.524 -3.220 0.545  -0.90
11 C 3.654 -2.634 -0.372  -0.64
12 C 2.627 -1.781 0.029  0.31
13 N 1.760 -1.123 -0.850  0.85
14 Si 2.148 -0.750 -2.466  -0.11
15 C 1.149 0.785 -2.949  -0.47
16 C 1.728 -2.052 -3.768  -0.50
17 C 3.960 -0.300 -2.743  -1.18
18 H -0.469 1.586 4.169  0.60
19 H -1.397 0.472 3.157  0.04
20 H -0.321 1.686 2.434  0.12
21 H 0.144 -1.180 5.547  0.36
22 H 1.271 -2.309 4.788  0.32
23 H -0.362 -2.131 4.140  0.15
24 H 2.173 1.088 5.160  0.40
25 H 2.642 1.637 3.553  0.28
26 H 3.362 0.177 4.226  0.35
27 H 3.180 -2.014 3.393  0.21
28 H 5.031 -3.420 2.622  0.39
29 H 5.315 -3.869 0.189  0.39
30 H 3.777 -2.863 -1.425  0.32
31 H 0.088 0.699 -2.678  -0.52
32 H 1.183 0.905 -4.037  0.60
33 H 1.540 1.702 -2.503  0.40
34 H 0.700 -1.930 -4.108  -0.32
35 H 1.843 -3.064 -3.372  0.28
36 H 2.374 -1.956 -4.644  0.49
37 H 4.380 0.292 -1.927  0.32
38 H 4.023 0.294 -3.661  0.41
39 H 4.598 -1.173 -2.879  0.34
40 Br 3.506 5.711 -0.643  -0.15
41 C 2.506 4.148 -0.330  -0.57
42 C 3.138 2.984 0.066  -0.80
43 C 2.354 1.862 0.276  -0.81
44 N 1.031 1.875 0.107  1.11
45 C 0.427 3.005 -0.263  0.20
46 C 1.131 4.177 -0.496  -0.59
47 C -1.056 2.913 -0.393  0.48
48 C -1.840 3.999 -0.749  -0.71
49 C -3.213 3.825 -0.800  -0.41
50 Br -4.313 5.270 -1.293  -0.15
51 C -3.770 2.602 -0.480  -0.86
52 C -2.909 1.571 -0.146  -0.60
53 N -1.582 1.713 -0.121  1.00
54 H 4.208 2.940 0.208  0.54
55 H 2.779 0.914 0.584  0.51
56 H 0.646 5.091 -0.798  0.51
57 H -1.410 4.961 -0.978  0.54
58 H -4.837 2.441 -0.489  0.55
59 H -3.286 0.593 0.130  0.49
60 C -4.242 -4.242 3.136  -0.78
61 Si -4.408 -2.393 2.877  -0.26
62 C -5.981 -2.003 1.929  -0.93
63 C -4.438 -1.528 4.540  -0.97
64 C -2.978 -1.789 1.909  0.10
65 C -2.018 -1.367 1.274  0.16
66 H -5.070 -4.640 3.727  0.32
67 H -3.311 -4.463 3.663  0.28
68 H -4.217 -4.771 2.182  0.14
69 H -6.862 -2.418 2.426  0.36
70 H -5.934 -2.414 0.919  0.23
71 H -6.119 -0.922 1.849  0.29
72 H -5.274 -1.870 5.155  0.32
73 H -4.528 -0.447 4.415  0.29
74 H -3.513 -1.722 5.086  0.28
75 C -4.608 0.037 -7.070  -1.19
76 C -4.709 -0.405 -5.615  -0.39
77 C -3.810 0.376 -4.664  -0.33
78 C -2.314 0.141 -4.839  -0.91
79 N -1.937 -1.266 -4.721  1.24
80 C -1.898 -1.961 -3.558  -1.46
81 Se -2.327 -1.336 -1.864  -0.38
82 N -1.560 -3.236 -3.847  1.51
83 C -1.369 -4.328 -2.892  -1.20
84 C -2.510 -5.338 -2.946  -0.82
85 C -3.832 -4.836 -2.366  -0.19
86 C -3.831 -4.734 -0.846  -1.01
87 C -1.312 -3.349 -5.206  0.99
88 C -0.882 -4.423 -5.972  -0.88
89 C -0.687 -4.193 -7.322  -0.89
90 C -0.909 -2.933 -7.884  -0.87
91 C -1.339 -1.863 -7.118  -0.90
92 C -1.545 -2.096 -5.765  0.71
93 H -5.349 -0.471 -7.689  0.40
94 H -3.631 -0.182 -7.502  0.16
95 H -4.779 1.112 -7.163  0.32
96 H -4.495 -1.475 -5.529  0.12
97 H -5.741 -0.285 -5.278  0.49
98 H -4.062 0.133 -3.630  -0.04
99 H -3.987 1.450 -4.788  0.61
100 H -1.761 0.688 -4.077  -0.41
101 H -1.958 0.478 -5.813  0.76
102 H -1.260 -3.876 -1.907  0.29
103 H -0.418 -4.798 -3.148  0.43
104 H -2.190 -6.232 -2.402  0.49
105 H -2.649 -5.646 -3.987  0.40
106 H -4.627 -5.515 -2.684  0.42
107 H -4.076 -3.862 -2.805  0.02
108 H -3.565 -5.694 -0.394  0.40
109 H -4.822 -4.460 -0.479  0.32
110 H -3.137 -3.979 -0.479  0.08
111 H -0.700 -5.395 -5.533  0.48
112 H -0.350 -5.002 -7.956  0.42
113 H -0.737 -2.787 -8.942  0.42
114 H -1.490 -0.889 -7.560  0.44

The following is a quantum chemistry calculation of a structure of composition C42H59CuN2O4P, from the Open Molecules 2025 dataset.

Values from the calculation:
* total energy: -4028.183564 Ha
* multiplicity: 2

Last column: Mulliken charge in e.
Element x y z (Å)
1 Cu -0.176 -0.388 -0.195  -0.04
2 C 4.509 -6.344 0.976  -2.27
3 C 3.179 -5.837 1.534  2.06
4 C 2.079 -6.830 1.131  -1.60
5 C 3.287 -5.794 3.065  -1.41
6 C 2.818 -4.444 1.015  -0.24
7 C 1.672 -3.841 1.413  -0.84
8 C 1.287 -2.564 0.911  0.81
9 N 0.145 -1.936 1.158  0.90
10 C -0.921 -2.165 1.918  0.03
11 C -1.016 -3.108 2.986  -0.79
12 C -2.177 -3.287 3.659  -0.42
13 C -3.315 -2.538 3.224  -0.63
14 C -3.321 -1.603 2.234  0.25
15 C -2.054 -1.301 1.599  0.94
16 O -1.933 -0.340 0.782  -1.53
17 C -4.641 -0.890 1.895  2.17
18 C -5.744 -1.944 1.698  -1.80
19 C -5.018 0.023 3.071  -1.54
20 C -4.616 -0.042 0.617  -1.94
21 C -2.336 -4.248 4.830  1.96
22 C -3.383 -5.313 4.475  -1.67
23 C -2.798 -3.470 6.070  -1.73
24 C -1.024 -4.957 5.165  -1.98
25 C 2.128 -1.872 -0.077  0.37
26 O 1.767 -0.761 -0.560  -1.36
27 C 3.348 -2.535 -0.485  0.20
28 C 3.632 -3.747 0.073  -0.60
29 C 4.346 -1.966 -1.511  2.27
30 C 3.947 -0.638 -2.164  -2.07
31 C 5.694 -1.746 -0.806  -1.60
32 C 4.527 -2.989 -2.644  -1.67
33 H 4.713 -7.336 1.380  0.46
34 H 5.342 -5.696 1.257  0.40
35 H 4.489 -6.430 -0.112  0.41
36 H 2.316 -7.828 1.506  0.45
37 H 1.983 -6.883 0.046  0.36
38 H 1.109 -6.540 1.537  0.26
39 H 3.555 -6.779 3.454  0.46
40 H 2.342 -5.500 3.525  0.13
41 H 4.050 -5.081 3.381  0.35
42 H 1.000 -4.368 2.069  0.34
43 H -0.131 -3.640 3.288  0.77
44 H -4.248 -2.731 3.738  0.37
45 H -5.918 -2.547 2.589  0.31
46 H -5.491 -2.616 0.877  0.42
47 H -6.684 -1.446 1.454  0.49
48 H -5.130 -0.543 3.997  0.28
49 H -5.962 0.532 2.866  0.46
50 H -4.252 0.786 3.230  0.24
51 H -4.289 -0.619 -0.248  0.41
52 H -3.964 0.823 0.704  0.17
53 H -5.633 0.312 0.428  0.55
54 H -4.362 -4.873 4.284  0.33
55 H -3.493 -6.020 5.300  0.46
56 H -3.084 -5.868 3.585  0.35
57 H -3.766 -2.992 5.911  0.33
58 H -2.078 -2.692 6.331  0.35
59 H -2.897 -4.145 6.923  0.46
60 H -0.671 -5.564 4.328  0.33
61 H -1.174 -5.623 6.016  0.53
62 H -0.239 -4.247 5.433  0.36
63 H 4.542 -4.236 -0.245  0.37
64 H 3.849 0.165 -1.436  0.27
65 H 3.006 -0.711 -2.705  0.35
66 H 4.732 -0.366 -2.873  0.56
67 H 5.594 -1.014 -0.002  0.32
68 H 6.431 -1.370 -1.518  0.46
69 H 6.084 -2.669 -0.375  0.28
70 H 3.573 -3.195 -3.132  0.36
71 H 4.937 -3.935 -2.288  0.30
72 H 5.215 -2.592 -3.394  0.48
73 O -0.842 1.156 -2.953  -0.79
74 C -1.062 -0.038 -2.961  0.17
75 N -0.888 -0.895 -1.901  0.96
76 C -1.228 -2.182 -2.243  -0.26
77 O -1.173 -3.150 -1.511  -0.73
78 C -1.676 -2.162 -3.677  0.26
79 C -2.118 -3.172 -4.505  -0.35
80 C -2.459 -2.823 -5.810  -0.53
81 C -2.357 -1.508 -6.252  -0.42
82 C -1.910 -0.496 -5.405  -0.56
83 C -1.575 -0.853 -4.116  0.26
84 H -2.192 -4.191 -4.149  0.51
85 H -2.810 -3.583 -6.496  0.40
86 H -2.631 -1.272 -7.272  0.39
87 H -1.827 0.530 -5.737  0.49
88 C 2.930 0.965 2.138  -0.78
89 C 1.998 2.066 1.632  -0.87
90 P 0.312 1.418 1.344  1.02
91 C -0.649 2.832 0.683  -0.46
92 C -0.807 4.097 1.519  -1.38
93 C -0.362 1.092 3.024  -0.02
94 C 0.051 2.030 4.155  -1.49
95 H 3.938 1.346 2.303  0.50
96 H 2.986 0.152 1.414  -0.07
97 H 2.577 0.544 3.082  0.26
98 H 2.349 2.446 0.669  0.47
99 H 1.975 2.913 2.322  0.49
100 H -1.626 2.416 0.422  0.15
101 H -0.175 3.059 -0.277  0.54
102 H -1.409 3.916 2.408  0.29
103 H -1.313 4.868 0.937  0.43
104 H 0.154 4.503 1.837  0.32
105 H -0.074 0.069 3.285  0.20
106 H -1.447 1.062 2.905  0.09
107 H 1.133 2.040 4.292  0.26
108 H -0.390 1.699 5.096  0.48
109 H -0.266 3.056 3.983  0.24